1.
This record from the Open Molecules 2025 dataset describes C17H50FHfN2O11 as an isolated structure at a distorted geometry. The level of theory is ωB97M-V/def2-TZVPD.

Structure (XYZ):
```
82
Properties=species:S:1:pos:R:3:forces:R:3:mulliken_charge:R:1
Hf -2.652 -0.314 -1.365 5.347 2.801 4.047 1.52
F -0.516 0.471 -1.440 -4.124 -1.529 -0.037 -0.01
C 2.259 2.385 -2.305 -0.407 -0.290 -0.351 -0.71
O 2.182 1.342 -1.363 -0.463 -0.238 0.879 -0.27
H 1.271 2.814 -2.499 -0.089 0.200 0.090 0.11
H 2.892 3.165 -1.887 0.293 -0.065 -0.557 0.32
H 2.568 1.923 -3.244 0.585 0.679 -0.139 0.31
H 1.268 1.037 -1.352 0.181 -0.182 0.007 -0.03
C 0.687 2.098 1.966 0.891 0.113 -0.268 -1.65
C 1.123 0.648 1.783 1.075 0.930 2.241 1.61
C 2.471 0.352 2.540 -0.054 1.229 -2.338 -1.23
O 2.863 -0.944 2.089 0.469 0.708 0.907 -0.46
C 4.153 -1.346 2.569 0.226 -1.075 0.119 -0.89
N 0.127 -0.121 2.505 -1.362 -1.202 0.050 -0.52
H -0.318 2.267 1.575 0.067 0.108 -0.267 0.26
H 1.428 2.752 1.506 -0.291 0.139 -0.230 0.37
H 0.669 2.375 3.021 0.004 -0.141 0.113 0.40
H 1.261 0.379 0.737 -0.220 -0.199 0.088 -0.66
H 2.482 0.497 3.622 -0.586 -0.515 0.194 0.46
H 3.123 1.157 2.187 0.690 -0.384 -0.211 0.50
H 4.990 -0.740 2.223 -0.302 0.345 -0.145 0.33
H 4.312 -2.364 2.214 -0.041 0.064 -0.306 0.24
H 4.217 -1.468 3.651 -0.347 0.525 0.150 0.34
H 0.000 0.368 3.386 -0.283 0.235 0.061 0.33
H 0.644 -0.929 2.842 -0.585 -0.774 -0.316 0.21
C 2.076 -1.858 -1.570 0.781 -0.541 1.292 -1.03
C 2.019 -3.147 -0.706 0.317 0.783 -1.614 0.48
C 3.417 -3.763 -0.592 -0.333 -1.984 0.437 -0.78
O 3.183 -5.140 -0.227 0.247 -0.412 1.935 -0.42
C 3.703 -5.544 1.101 -0.708 0.754 -1.257 -0.62
N 1.277 -2.914 0.566 0.164 0.129 -1.436 0.02
H 2.537 -1.099 -0.935 -0.398 0.456 -0.144 0.28
H 1.097 -1.571 -1.951 0.115 0.229 -0.020 -0.04
H 2.803 -1.983 -2.372 -0.343 -0.153 -0.251 0.64
H 1.425 -3.861 -1.280 0.116 -0.320 0.117 0.26
H 4.130 -3.301 0.092 -0.310 0.381 0.230 0.22
H 3.951 -3.887 -1.535 -0.372 0.717 -0.344 0.37
H 3.197 -5.021 1.917 0.078 0.525 -0.061 0.22
H 4.770 -5.325 1.097 0.059 -0.368 0.338 0.33
H 3.441 -6.582 1.295 0.417 -0.139 -0.583 0.28
H 1.227 -3.814 1.029 0.045 0.014 0.308 0.32
H 1.834 -2.267 1.116 -0.010 0.073 0.394 -0.13
C -1.612 -3.164 0.290 -1.579 -0.730 -0.294 -0.25
C -3.019 -3.502 -0.240 2.723 -1.299 -0.304 -0.96
O -3.759 -2.298 -0.461 0.014 0.917 -0.590 -0.39
O -1.050 -2.111 -0.543 -3.079 0.153 -0.265 -0.22
H -1.030 -4.081 0.204 0.151 0.101 -0.317 0.50
H -1.606 -2.951 1.359 -0.029 0.705 -0.105 0.28
H -3.527 -4.232 0.390 -0.262 0.504 0.352 0.53
H -2.882 -4.010 -1.197 -0.107 0.121 -0.154 0.37
H -4.658 -2.648 -0.539 -0.489 0.806 -0.233 0.28
H -0.103 -2.234 -0.258 1.869 0.509 0.479 0.05
C -3.143 0.794 1.738 0.038 1.412 0.322 -0.46
C -4.487 0.197 1.418 -1.536 0.931 0.651 -0.69
O -4.650 0.205 -0.008 1.733 -0.647 -2.382 -0.39
O -2.150 0.188 0.928 -1.130 -1.085 -2.153 1.05
H -2.844 0.786 2.788 -0.319 -0.907 0.122 0.60
H -2.976 1.858 1.548 -1.211 0.226 -0.344 0.26
H -5.334 0.831 1.687 0.433 0.222 0.963 0.52
H -4.742 -0.793 1.797 0.733 -0.116 0.118 0.25
H -5.577 0.218 -0.271 -0.119 0.107 0.013 0.30
H -1.425 -0.034 1.575 2.099 -0.751 0.007 -0.13
C -0.753 4.250 -0.895 0.328 0.100 0.901 0.58
C 0.467 4.909 -0.261 -0.354 0.475 -0.362 -0.60
O 0.402 6.332 -0.484 -0.210 -1.274 0.595 -0.53
O -1.983 4.377 -0.143 -0.066 -0.233 -0.308 -0.67
H -0.624 3.169 -0.850 0.544 -0.103 -0.719 -0.38
H -0.853 4.681 -1.893 -0.231 -0.225 -0.138 0.31
H 1.362 4.498 -0.732 0.016 -0.055 -0.122 0.07
H 0.513 4.622 0.791 -0.075 0.325 0.165 0.56
H 0.913 6.735 0.226 0.036 0.335 -0.132 0.37
H -1.949 5.137 0.447 -0.129 0.240 -0.147 0.35
C -3.246 2.621 -2.739 -0.834 0.971 -0.592 -0.35
C -2.237 2.125 -3.730 0.349 0.485 0.885 -0.24
O -2.304 0.685 -3.546 -0.121 -1.616 0.777 -0.66
O -3.097 2.073 -1.398 0.195 -1.892 -1.363 -0.42
H -4.214 2.331 -3.152 -0.253 -0.012 0.430 0.39
H -3.252 3.703 -2.615 0.101 0.015 -0.301 0.50
H -1.214 2.450 -3.536 -0.003 -0.065 0.168 0.07
H -2.486 2.333 -4.770 -0.293 0.197 0.146 0.42
H -1.564 0.372 -4.088 0.027 -0.742 0.075 0.36
H -2.899 2.851 -0.843 0.500 0.266 1.036 0.12
```
Positions in Å, forces in eV/Å.

The HOMO-LUMO gap is 3.81 eV. Its net charge is +3. The LUMO energy comes out at -11.77 eV.



2.
This record from the Open Molecules 2025 dataset describes C17H50Li5N8O11 as an isolated structure at a distorted geometry. The level of theory is ωB97M-V/def2-TZVPD.

Structure (XYZ):
```
91
Properties=species:S:1:pos:R:3:forces:R:3:mulliken_charge:R:1
Li 1.606 -3.794 3.063 -0.086 0.902 -0.517 0.85
Li -0.652 -3.708 1.140 -1.573 1.078 -0.272 0.77
Li 2.270 -1.504 4.522 0.308 2.065 -0.441 1.00
Li -1.098 -2.501 4.478 -0.936 1.205 -0.462 0.93
Li 3.867 -2.811 1.412 0.358 0.940 -0.766 0.94
O -1.009 -2.183 2.489 1.965 -1.980 0.377 -1.30
C -0.261 -1.021 2.238 -0.084 2.062 0.383 0.33
C 1.213 -0.967 1.694 -0.838 -0.689 -0.794 0.91
O 2.171 -1.795 2.353 0.271 -2.452 1.701 -1.26
H -0.291 -0.364 3.123 0.448 -0.373 0.443 -0.41
H -0.865 -0.354 1.603 0.299 -0.245 -0.679 0.21
H 1.548 0.075 1.674 -0.265 0.136 0.591 0.33
H 1.255 -1.200 0.623 -0.290 -0.413 -0.009 -0.82
C 1.674 1.564 4.892 -0.966 0.810 -0.460 0.59
O 2.296 0.479 4.845 -0.073 -1.042 0.056 -0.71
N 0.321 1.621 4.997 1.319 -0.600 -0.097 -0.23
N 2.280 2.750 4.730 0.591 -0.819 0.230 -0.37
H -0.118 0.721 5.107 -0.680 0.321 0.323 0.05
H -0.105 2.516 5.148 -0.515 -0.228 0.090 0.19
H 3.287 2.721 4.717 -0.027 0.472 0.011 0.24
H 1.792 3.615 4.873 0.171 0.147 -0.024 0.20
C -2.622 -0.187 5.494 0.295 -0.470 0.652 0.72
O -1.524 -0.814 5.403 0.076 -0.582 -0.409 -0.76
N -2.935 0.476 6.627 -0.055 -0.156 -0.753 -0.40
N -3.520 -0.167 4.512 -0.114 0.167 0.074 -0.18
H -3.849 0.895 6.648 0.051 0.135 0.558 0.19
H -2.482 0.199 7.481 -0.005 0.169 0.063 0.29
H -4.412 0.268 4.679 -0.083 -0.044 -0.321 0.20
H -3.339 -0.569 3.607 -0.068 0.153 -0.164 0.20
C 3.472 -3.308 -1.304 1.001 2.042 -1.312 0.81
O 4.367 -3.231 -0.438 -1.140 -0.432 0.964 -0.79
N 2.249 -3.837 -1.132 -0.679 -0.682 0.830 -0.18
N 3.607 -2.721 -2.520 0.158 -0.523 0.837 -0.36
H 1.935 -4.114 -0.222 0.190 -0.249 -0.141 -0.05
H 1.578 -3.837 -1.873 -0.095 -0.105 -0.149 0.16
H 4.409 -2.146 -2.721 0.065 -0.166 -0.027 0.26
H 2.782 -2.636 -3.079 0.129 0.181 -0.509 0.18
C 2.021 3.052 -0.536 -0.227 0.361 -1.190 -0.51
O 1.449 3.671 -1.688 0.340 -0.175 0.930 -0.33
C 0.041 3.743 -1.618 -0.020 0.636 -0.046 -0.34
C -0.470 4.931 -2.423 -1.247 -0.770 0.398 -0.99
N -0.711 4.705 -3.860 1.371 1.559 0.985 -0.45
C 0.545 4.344 -4.535 0.324 -0.111 0.230 0.28
C 0.368 4.445 -6.010 -0.751 -1.552 -0.845 -0.78
O 0.336 5.744 -6.496 0.148 1.064 0.541 -0.32
C -0.109 5.844 -7.832 -0.117 -0.623 -0.153 -0.73
H 3.094 3.154 -0.680 0.063 -0.178 0.305 0.32
H 1.728 1.995 -0.507 0.087 -0.185 0.144 -0.04
H 1.696 3.537 0.387 0.033 0.096 0.062 0.36
H -0.310 3.974 -0.603 0.356 -0.305 0.251 0.51
H -0.368 2.767 -1.910 -0.343 0.149 -0.205 0.17
H 0.104 5.831 -2.174 0.568 -0.251 -0.216 0.39
H -1.451 5.164 -1.992 -0.096 -0.118 -0.097 0.49
H -0.847 5.690 -4.095 -0.572 -0.288 -0.937 0.28
H 0.746 3.309 -4.247 0.065 -0.106 -0.327 -0.20
H 1.461 4.884 -4.261 -0.308 0.387 0.407 0.31
H -0.592 3.938 -6.196 -0.059 0.077 -0.318 0.35
H 1.126 3.833 -6.522 0.177 0.201 -0.063 0.42
H 0.018 6.847 -8.232 0.298 0.079 0.353 0.25
H -1.173 5.604 -7.917 -0.036 -0.148 0.081 0.30
H 0.461 5.131 -8.435 -0.052 0.098 -0.265 0.30
C -2.303 -6.039 2.176 -1.149 0.486 -0.631 -0.95
O -2.167 -4.930 1.262 0.710 0.564 0.224 0.03
C -2.523 -5.226 -0.098 0.845 -0.661 -0.988 -0.76
C -2.614 -3.942 -0.938 -1.525 -1.184 2.070 -0.68
N -1.374 -3.163 -0.908 0.285 -0.129 -1.344 0.23
C -1.610 -1.839 -1.533 0.283 1.262 0.860 -0.85
C -0.342 -0.995 -1.636 0.527 1.008 -0.576 0.86
O -0.263 -0.370 -2.907 -0.279 -0.779 -0.436 -0.51
C 1.032 0.093 -3.276 -0.099 -0.187 0.527 -0.41
H -1.615 -6.831 1.887 -0.192 -0.261 0.243 0.37
H -3.362 -6.302 2.128 0.187 -0.757 -0.123 0.33
H -2.207 -5.708 3.210 0.606 0.245 -0.135 0.27
H -3.432 -5.825 -0.185 -0.322 0.389 0.365 0.51
H -1.765 -5.898 -0.525 0.246 -0.004 0.097 0.40
H -3.417 -3.431 -0.396 0.311 0.786 -0.162 0.34
H -3.104 -4.224 -1.872 0.733 0.255 -0.502 0.44
H -0.745 -3.564 -1.605 -0.028 -0.576 0.225 0.13
H -2.280 -1.321 -0.851 -0.338 -0.011 -0.385 -0.05
H -2.017 -1.833 -2.547 -0.305 -0.532 0.126 0.52
H 0.566 -1.584 -1.464 0.057 -0.272 0.126 -0.58
H -0.338 -0.143 -0.947 0.021 -0.372 0.610 0.15
H 0.904 1.000 -3.861 0.123 0.091 0.150 -0.01
H 1.591 -0.630 -3.877 -0.250 -0.226 -0.176 0.25
H 1.624 0.251 -2.369 0.072 0.507 -0.077 0.26
O 4.050 0.697 2.579 0.288 -0.150 -0.233 -0.61
H 3.331 0.076 2.431 -0.039 0.040 0.132 0.40
H 4.069 0.816 3.534 -0.060 -0.028 -0.002 0.26
O -3.629 -1.140 1.465 0.075 -0.041 0.357 -0.68
H -3.230 -0.677 0.722 -0.160 0.173 0.050 0.41
H -2.891 -1.588 1.902 0.259 -0.270 -0.288 0.19
```
Positions in Å, forces in eV/Å.

The HOMO-LUMO gap is 2.62 eV. Its net charge is +3. The LUMO energy comes out at -10.80 eV.